[1]
C11H48N22O13 | the ωB97M-V functional and the def2-TZVPD basis

Output
Charge: 0
Maximum force: 2.83 eV/Å
HOMO level: -8.86 eV
Frontier orbital gap: 8.5 eV

Last column: Mulliken charge in e.
Element x y z (Å)
O1 -2.949 -29.583 26.190  -0.67
H1 -2.197 -29.852 25.632  0.25
H2 -3.725 -29.893 25.710  0.26
O2 -3.124 -29.591 29.074  -0.70
H3 -2.849 -28.692 29.383  0.47
H4 -3.017 -29.590 28.105  0.39
C1 -1.531 -21.920 25.908  -0.10
O3 -0.473 -21.874 25.260  -0.83
N1 -2.487 -20.950 26.017  -0.24
N2 -1.740 -22.957 26.794  1.16
H5 -2.344 -19.999 25.733  0.26
H6 -3.296 -21.129 26.587  0.15
H7 -2.728 -23.056 27.029  -0.19
H8 -1.160 -23.767 26.609  -0.41
C2 -3.228 -25.919 30.217  0.65
O4 -2.810 -27.080 30.054  -0.75
N3 -4.138 -25.654 31.204  -0.47
N4 -2.977 -24.800 29.469  -0.05
H9 -4.290 -26.268 31.986  0.25
H10 -4.591 -24.771 31.354  0.14
H11 -3.384 -23.936 29.764  0.22
H12 -2.275 -24.878 28.748  -0.19
C3 -1.776 -23.501 22.392  0.56
O5 -1.882 -24.116 21.310  -0.72
N5 -0.631 -23.540 23.130  0.06
N6 -2.842 -22.844 22.952  -0.32
H13 -0.382 -22.950 23.941  0.34
H14 0.008 -24.278 22.867  -0.06
H15 -3.749 -23.035 22.575  0.19
H16 -2.751 -22.396 23.844  0.23
C4 3.448 -23.505 26.076  0.42
O6 4.274 -22.599 25.913  -0.70
N7 3.472 -24.284 27.194  -0.30
N8 2.462 -23.854 25.185  0.02
H17 2.836 -24.968 27.577  0.21
H18 4.102 -24.018 27.934  0.21
H19 2.588 -23.580 24.230  0.04
H20 1.715 -24.467 25.464  0.09
C5 -4.832 -24.492 26.097  0.71
O7 -4.569 -23.474 26.773  -0.78
N9 -5.683 -24.461 25.039  -0.40
N10 -4.023 -25.583 26.190  0.10
H21 -5.588 -25.162 24.327  0.13
H22 -6.218 -23.639 24.834  0.24
H23 -4.210 -26.356 25.574  0.04
H24 -3.353 -25.459 26.929  -0.12
C6 0.261 -29.919 23.938  0.56
O8 0.040 -29.825 25.156  -0.60
N11 0.364 -28.862 23.067  0.00
N12 0.338 -31.163 23.301  -0.51
H25 0.161 -27.952 23.449  -0.04
H26 0.406 -29.126 22.104  0.20
H27 0.249 -31.188 22.300  0.21
H28 -0.221 -31.875 23.747  0.25
C7 -0.674 -26.282 26.166  -0.03
O9 0.128 -25.564 26.802  -0.83
N13 -0.818 -26.406 24.838  1.19
N14 -1.476 -27.128 26.896  0.94
H29 -0.207 -25.873 24.236  -0.36
H30 -1.473 -27.107 24.526  -0.21
H31 -2.326 -27.513 26.514  -0.26
H32 -1.491 -26.944 27.887  -0.11
C8 -0.825 -21.399 29.955  0.55
O10 -1.223 -20.882 30.999  -0.69
N15 -0.505 -20.696 28.845  -0.32
N16 -0.716 -22.774 29.822  -0.36
H33 -0.703 -19.715 28.935  0.20
H34 -0.227 -21.153 27.999  0.21
H35 -1.180 -23.313 30.527  0.24
H36 -0.666 -23.076 28.865  0.16
C9 2.465 -25.940 22.270  0.53
O11 1.315 -25.865 22.742  -0.66
N17 3.137 -24.841 21.844  -0.41
N18 3.195 -27.080 22.436  -0.39
H37 2.545 -24.035 21.724  0.27
H38 4.072 -24.941 21.497  0.16
H39 4.141 -27.131 22.108  0.16
H40 2.700 -27.894 22.753  0.18
C10 -3.330 -27.882 22.563  0.66
O12 -3.331 -27.482 23.728  -0.46
N19 -2.852 -29.097 22.102  -0.42
N20 -4.043 -27.276 21.541  -0.42
H41 -2.967 -29.317 21.137  0.15
H42 -2.443 -29.745 22.751  0.18
H43 -4.332 -27.788 20.735  0.15
H44 -4.399 -26.343 21.647  0.18
C11 1.323 -28.599 29.584  0.67
O13 2.121 -27.849 29.028  -0.65
N21 0.198 -29.088 29.006  -0.20
N22 1.491 -28.995 30.885  -0.44
H45 -0.488 -29.547 29.578  0.22
H46 -0.039 -28.840 28.061  -0.01
H47 0.747 -29.431 31.396  0.17
H48 2.241 -28.580 31.406  0.24


[2]
C3H3NO2 | the ωB97M-V functional and the def2-TZVPD basis

Output
Charge: 0
Maximum force: 4.02 eV/Å
HOMO level: -10.62 eV
Frontier orbital gap: 11.0 eV
Structure (SMILES): O=[N+]([O-])C1C=C1

Last column: Mulliken charge in e.
Element x y z (Å)
C1 -0.329 0.501 0.573  -0.25
C2 -0.226 0.420 -0.680  -0.18
C3 0.807 -0.491 -0.024  -0.35
N1 2.146 0.055 0.061  0.85
O1 3.068 -0.757 0.151  -0.57
O2 2.256 1.250 -0.133  -0.54
H1 -1.013 0.821 1.442  0.31
H2 -0.048 0.779 -1.716  0.33
H3 0.809 -1.567 0.286  0.40


[3]
C10H19N2 | the ωB97M-V functional and the def2-TZVPD basis

Output
Charge: +1
Maximum force: 5.01 eV/Å
HOMO level: -11.77 eV
Frontier orbital gap: 7.2 eV
Structure (SMILES): C/C=C(/C)CC[C@@H]1C=[NH+]CNC1

Last column: Mulliken charge in e.
Element x y z (Å)
C1 -0.276 -1.401 -0.078  -0.61
C2 0.945 -0.782 2.281  -1.24
C3 0.497 1.663 2.299  -0.46
C4 -0.360 -1.065 1.440  0.25
C5 0.840 -0.687 -0.819  -0.85
C6 -1.266 0.016 1.802  -0.44
C7 0.195 0.323 -1.799  0.53
C8 0.632 1.760 -1.499  -1.37
C9 -1.299 -1.293 -3.231  -1.28
C10 -0.669 0.017 -2.780  -0.31
N1 -0.818 1.188 2.116  0.02
N2 1.424 0.555 2.154  -0.17
H1 -0.053 -2.505 -0.178  0.30
H2 -1.273 -1.069 -0.445  0.44
H3 0.894 -0.882 3.358  0.53
H4 1.798 -1.478 2.013  0.31
H5 0.709 2.377 1.422  0.21
H6 0.544 2.243 3.207  0.35
H7 -0.708 -2.043 1.971  0.41
H8 1.241 -1.413 -1.657  0.34
H9 1.305 1.984 -0.584  0.20
H10 -0.244 2.353 -1.322  0.33
H11 1.307 2.131 -2.243  0.40
H12 -1.102 -2.091 -2.541  0.33
H13 -0.903 -1.598 -4.229  0.36
H14 -2.379 -1.007 -3.351  0.34
H15 -2.325 -0.256 1.633  0.42
H16 -1.034 0.790 -3.410  0.47
H17 -1.523 1.895 1.947  0.32
H18 2.228 0.620 2.772  0.29
H19 1.671 -0.346 -0.250  0.60


[4]
C9H12NOS | the ωB97M-V functional and the def2-TZVPD basis

Output
Charge: +1
Maximum force: 2.62 eV/Å
HOMO level: -11.73 eV
Frontier orbital gap: 7.3 eV

Last column: Mulliken charge in e.
Element x y z (Å)
O1 1.012 -2.294 1.788  -0.44
C1 1.021 -1.292 1.143  0.30
C2 1.867 -1.241 -0.202  -0.51
C3 3.101 -0.257 0.002  -0.42
S1 2.966 1.163 -1.199  -0.06
N1 0.251 -0.110 1.505  -0.30
C4 -0.964 0.042 0.710  0.53
C5 -1.381 -0.890 -0.324  -0.17
C6 -2.633 -0.662 -1.049  -0.76
C7 -3.426 0.510 -0.729  -0.35
C8 -3.011 1.468 0.283  -0.54
C9 -1.788 1.221 1.015  -0.32
H1 2.145 -2.290 -0.452  0.32
H2 1.208 -0.780 -0.992  0.21
H3 2.998 0.179 1.034  0.43
H4 4.076 -0.775 -0.151  0.41
H5 3.263 2.328 -0.523  0.32
H6 1.667 1.215 -1.663  0.33
H7 0.845 0.694 1.256  0.27
H8 -0.798 -1.793 -0.603  0.32
H9 -2.939 -1.381 -1.835  0.35
H10 -4.374 0.650 -1.289  0.34
H11 -3.645 2.357 0.477  0.37
H12 -1.462 1.939 1.800  0.38